#1
C2H2N3S2 as an isolated structure, computed with ωB97M-V/def2-TZVPD.

The geometry in XYZ format:
```
9
Properties=species:S:1:pos:R:3:lowdin_charge:R:1
C 1.41 0.58 0.07 -0.553
C 1.97 -0.67 0.33 0.122
N -0.48 -0.87 0.73 -0.095
N -2.32 0.01 -0.69 -0.257
N 0.66 -0.65 0.49 -0.202
S 0.52 1.85 -0.38 0.844
S -1.58 0.46 0.52 0.952
H 2.80 -1.32 0.06 0.154
H -2.98 0.61 -1.11 0.035
```

Properties
net charge = +1
E_HOMO = -0.515 Ha
orbital gap = 7.77 eV
M = 132.193 g/mol

***

#2
An isolated ion of composition C2H2N3S2 and charge +1, computed with ωB97M-V/def2-TZVPD.

The geometry in XYZ format:
```
9
Properties=species:S:1:pos:R:3:lowdin_charge:R:1
C -2.30 0.51 0.50 -0.729
C 2.64 0.15 -0.99 0.231
N 0.63 -1.02 -0.81 -0.403
N -1.22 0.15 1.06 -0.264
N 1.60 -0.32 -0.95 -0.140
S -3.51 0.85 -0.37 1.026
S -0.32 -1.34 0.45 0.972
H 3.56 0.79 -1.01 0.138
H -1.07 0.23 2.13 0.169
```

Properties
net charge = +1
E_HOMO = -0.467 Ha
orbital gap = 6.88 eV
M = 132.193 g/mol

***

#2 has the most favorable energy; the next structure is 163.6 kJ/mol above.

***

#1
A 2-piece molecular cluster, H4NOPS2 overall, computed with ωB97M-V/def2-TZVPD.

The geometry in XYZ format:
```
9
Properties=species:S:1:pos:R:3:lowdin_charge:R:1
N 1.05 -1.31 1.19 -0.053
O 1.14 0.72 -1.32 -0.333
P -0.13 -0.05 -0.71 0.068
S -1.16 -1.07 -2.03 0.181
S -1.16 1.65 0.27 0.352
H 1.03 -0.75 2.04 -0.048
H 0.27 -1.96 1.27 -0.060
H 1.46 1.43 -0.77 0.041
H -2.51 1.33 0.08 -0.147
```

Properties
E_HOMO (alpha / beta) = -0.337 / -0.336 Ha
orbital gap (alpha / beta) = 7.61 / 7.60 eV
M = 129.146 g/mol

***

#2
A 2-piece molecular cluster, H4NOPS2 overall, computed with ωB97M-V/def2-TZVPD.

The geometry in XYZ format:
```
9
Properties=species:S:1:pos:R:3:lowdin_charge:R:1
N -1.50 1.56 0.49 -0.195
O 0.32 3.06 -0.27 -0.290
P -0.53 1.74 -0.70 0.240
S -0.01 1.10 -2.50 0.205
S 0.69 -2.17 0.39 0.395
H -1.98 0.71 0.31 -0.041
H 0.02 3.40 0.61 0.079
H 1.86 -2.80 0.31 -0.256
H 0.66 -2.99 1.60 -0.136
```

Properties
E_HOMO = -0.363 Ha
orbital gap = 9.87 eV
M = 129.146 g/mol

***

#3
A 2-piece molecular cluster, H4NOPS2 overall, computed with ωB97M-V/def2-TZVPD.

The geometry in XYZ format:
```
9
Properties=species:S:1:pos:R:3:lowdin_charge:R:1
N -0.32 0.10 1.62 -0.208
O 1.42 -0.14 -1.76 -0.068
P -1.40 0.02 0.38 -0.228
S -1.85 -1.79 -0.13 0.177
S -2.04 1.76 -0.16 0.171
H 0.04 1.00 1.92 0.046
H 0.18 -0.72 1.91 0.045
H 1.91 0.64 -2.04 0.033
H 2.04 -0.87 -1.74 0.031
```

Properties
E_HOMO = -0.340 Ha
orbital gap = 9.17 eV
M = 129.146 g/mol

***

#3 has the most favorable energy; the next structure is 133.4 kJ/mol above.

***

#1
A 2-piece molecular cluster, C4H12NS2 overall, computed with ωB97M-V/def2-TZVPD.

The geometry in XYZ format:
```
19
Properties=species:S:1:pos:R:3:lowdin_charge:R:1
C -0.03 2.45 0.26 -0.449
S 1.51 1.57 -0.18 0.470
S 1.87 0.63 1.69 0.474
C 2.39 -1.02 1.05 -0.460
H -0.90 1.80 0.27 0.011
H 0.08 2.89 1.27 0.038
H -0.06 3.27 -0.49 0.048
H 3.05 -1.49 1.76 0.029
H 1.55 -1.74 0.79 0.041
H 2.98 -0.73 0.18 0.016
C -1.70 -1.18 0.28 0.008
C -1.26 -0.62 -2.06 0.198
N -0.86 -0.68 -0.83 -0.017
H -1.44 -0.63 1.14 0.082
H -1.46 -2.21 0.45 0.100
H -2.77 -1.04 0.01 0.119
H -2.35 -0.76 -2.20 0.134
H -0.50 -0.48 -2.83 0.134
H -0.10 -0.03 -0.58 0.024
```

Properties
net charge = +1
E_HOMO = -0.440 Ha
orbital gap = 6.54 eV
M = 138.281 g/mol

***

#2
A 2-piece molecular cluster, C4H12NS2 overall, computed with ωB97M-V/def2-TZVPD.

The geometry in XYZ format:
```
19
Properties=species:S:1:pos:R:3:lowdin_charge:R:1
C -2.72 0.99 -0.37 -0.149
C 1.11 -0.71 1.43 -0.141
C -1.56 0.32 0.40 -0.410
C 1.22 0.20 0.28 -0.940
N 1.40 -1.40 -1.37 0.068
S 2.86 0.95 0.12 0.854
S -0.09 1.01 -0.49 0.992
H -2.90 1.95 -0.12 0.043
H -2.58 0.95 -1.53 0.118
H -3.60 0.55 -0.30 0.027
H 0.63 -0.04 2.28 0.161
H 0.47 -1.53 1.11 0.090
H 1.95 -0.87 1.96 0.034
H -1.70 -0.85 0.39 0.139
H -1.43 0.60 1.39 0.041
H 1.96 -2.23 -1.32 0.072
H 1.97 -0.70 -1.82 0.026
H 0.55 -1.42 -1.90 0.055
H 2.45 2.23 -0.15 -0.080
```

Properties
net charge = +1
E_HOMO = -0.516 Ha
orbital gap = 9.18 eV
M = 138.281 g/mol

***

#1 has the most favorable energy; the next structure is 63.7 kJ/mol above.